69
Properties=species:S:1:pos:R:3:forces:R:3:lowdin_charge:R:1 method="wB97M-V/def2-TZVPD" e_lumo_ev=-0.7397 fmax_ev_per_a=18.905 e_tot_ha=-1459.85474 e_above_lowest_kcal_mol=622.1
C -3.441 -0.992 -1.210 -0.72 -1.87 0.92 -0.07
C -3.036 -0.498 0.186 0.22 -0.38 -1.15 -0.20
O -1.834 0.240 -0.016 -5.37 -4.95 -4.73 -0.34
H -4.264 -1.701 -1.111 -0.31 0.12 -0.01 0.09
H -2.588 -1.559 -1.582 -0.73 -0.05 -0.34 0.08
H -3.698 -0.176 -1.884 -0.15 -1.34 -0.03 0.06
H -2.845 -1.330 0.864 -0.08 -0.18 0.07 0.13
H -3.878 0.062 0.594 0.11 0.56 0.35 0.12
H -1.481 0.449 0.852 -1.12 -1.13 0.02 -0.16
C 2.553 -0.898 -2.234 -0.27 0.16 0.05 -0.05
C 3.490 -0.104 -1.327 0.56 0.11 -0.63 -0.28
O 4.837 -0.585 -1.369 0.05 -0.41 0.25 -0.06
H 2.301 -1.900 -1.889 1.01 0.26 0.00 0.07
H 2.846 -0.899 -3.284 0.43 -0.01 0.08 0.09
H 1.558 -0.454 -2.235 0.52 0.25 -0.39 0.05
H 3.177 -0.074 -0.283 -0.20 -0.67 0.18 0.11
H 3.516 0.942 -1.632 0.04 0.27 -0.52 0.10
H 5.440 0.048 -1.766 -0.30 0.07 -0.05 0.08
C 0.275 0.413 1.127 2.19 -0.30 -2.91 -0.10
C 0.430 -0.616 -0.020 1.67 0.63 0.71 -0.18
O 1.391 -1.578 0.304 4.54 7.64 -2.48 -0.08
H 1.161 0.997 1.375 -0.23 -1.12 -2.45 0.09
H -0.007 0.013 2.101 -0.26 -0.58 -1.11 0.08
H -0.434 1.196 0.857 3.23 -1.10 -1.60 0.06
H 0.811 -0.127 -0.916 -0.74 -0.29 1.07 0.07
H -0.527 -1.033 -0.334 1.00 -0.28 1.28 0.12
H 0.913 -2.408 0.370 6.69 3.83 1.27 -0.30
C -2.767 1.740 -1.722 -0.02 0.90 -0.02 -0.03
C -1.730 2.410 -0.774 -0.46 0.08 -1.10 -0.19
O -0.725 3.107 -1.553 -1.68 4.35 1.65 -0.09
H -2.324 0.961 -2.342 0.33 0.68 -0.21 0.08
H -3.295 2.414 -2.395 0.09 0.47 0.21 0.10
H -3.498 1.101 -1.225 0.12 1.86 0.54 0.05
H -1.134 1.632 -0.298 -0.79 1.79 -0.67 0.07
H -2.195 3.093 -0.064 -0.15 0.09 0.04 0.13
H -0.243 3.513 -0.829 -0.02 0.86 -0.45 0.09
O 0.379 -2.550 -1.764 0.64 -2.41 -2.04 0.03
H -0.091 -1.724 -1.877 -1.59 2.22 -0.96 0.01
H -0.042 -3.151 -2.380 -0.17 -0.16 -0.36 0.12
O -1.774 0.856 1.882 -6.44 0.72 7.69 0.01
H -2.486 1.489 1.980 -0.68 -0.17 -0.02 0.13
H -0.976 1.378 1.966 -0.77 0.61 1.91 -0.14
O -0.135 2.163 2.339 1.58 6.94 2.37 0.01
H 0.663 1.807 2.729 -0.24 -0.45 0.70 -0.02
H -0.384 2.884 2.917 -0.55 0.36 0.36 0.13
O 0.248 -3.077 0.390 -11.38 -14.51 -4.17 0.19
H 0.157 -2.816 -0.527 -1.25 -0.09 -4.06 -0.02
H 0.170 -4.031 0.377 0.07 -1.11 -0.74 0.18
O 1.890 1.176 2.898 2.40 5.94 4.11 0.02
H 2.389 0.960 3.686 0.46 -0.14 0.87 0.16
H 2.228 2.030 2.627 0.82 0.56 -0.37 0.15
O -0.257 -1.103 3.453 -2.36 3.40 3.36 -0.06
H 0.460 -0.512 3.682 -0.09 -0.37 0.45 0.01
H 0.166 -1.823 2.986 0.37 -0.60 0.04 -0.15
O 1.241 1.726 -0.981 6.93 3.76 8.45 0.10
H 2.130 1.498 -0.707 0.57 -0.47 0.09 0.09
H 1.085 2.588 -0.595 0.15 0.07 0.05 0.12
O 0.015 1.257 -2.462 -1.52 0.60 -7.78 0.02
H -0.725 1.850 -2.331 0.72 -0.78 -1.37 0.02
H 0.685 1.572 -1.856 -0.78 -0.08 -3.25 -0.24
O -1.079 -0.490 -2.118 -2.68 -6.61 -2.38 -0.15
H -0.415 0.193 -2.213 1.07 0.86 -0.77 -0.18
H -1.541 -0.265 -1.310 0.32 0.27 0.36 -0.07
O 0.483 -2.819 2.318 1.91 -3.73 5.16 0.04
H 1.255 -3.342 2.536 0.42 0.34 0.59 0.12
H 0.152 -3.206 1.508 -1.26 0.63 3.02 -0.12
O 2.070 -0.873 2.297 2.65 -1.35 2.57 -0.08
H 1.877 0.022 2.576 0.55 -3.44 -1.49 -0.18
H 1.405 -1.067 1.637 0.92 -1.17 -0.24 -0.05


29
Properties=species:S:1:pos:R:3:forces:R:3:lowdin_charge:R:1 method="wB97M-V/def2-TZVPD" e_lumo_ev="-4.3188 / -5.2907" fmax_ev_per_a=2.801 charge=+1 s_squared=0.76 e_tot_ha=-7750.76773 e_above_lowest_kcal_mol=0.0 spin_multiplicity=2
La 11.759 5.924 6.078 0.44 -0.18 -0.54 1.94
S 20.983 5.533 6.023 -0.30 0.08 -0.63 0.71
C 19.383 5.408 5.870 -0.18 0.29 -0.11 -1.44
S 18.487 5.154 7.331 -0.63 -0.45 0.84 0.94
C 16.917 4.850 6.638 0.28 1.14 -2.54 -0.91
C 16.839 5.131 5.252 0.71 -0.78 2.40 -0.92
S 15.376 4.605 4.567 -0.27 -0.01 -1.26 1.07
S 18.321 5.662 4.440 -0.26 -0.50 0.64 0.96
S 15.488 4.279 7.383 0.09 -0.24 1.15 1.08
F 15.580 7.907 4.875 -0.46 0.06 0.63 -0.19
As 13.989 8.294 5.357 -0.71 1.62 2.01 0.89
F 13.821 9.563 4.245 0.12 -0.56 0.23 -0.16
F 13.381 7.006 4.291 -0.26 0.48 0.04 -0.35
F 12.216 8.574 5.858 0.81 -1.41 -0.62 -0.35
F 13.893 6.876 6.625 0.29 0.52 -0.67 -0.44
F 14.311 9.251 6.783 0.49 -0.71 -1.63 -0.20
Se 10.518 4.685 8.275 -0.36 0.82 -0.28 0.58
C 9.469 6.084 7.377 -0.64 -0.89 0.05 -0.83
C 8.543 5.712 6.378 0.12 -0.64 0.72 -0.16
C 7.843 6.661 5.662 -0.36 -1.54 -0.78 -0.14
N 8.005 7.938 5.868 -0.35 1.37 -0.20 0.08
C 8.884 8.329 6.772 0.40 0.48 0.09 -0.10
C 9.702 7.446 7.506 -1.08 0.31 -0.69 -0.19
H 8.292 4.674 6.238 0.13 -0.27 -0.04 0.10
H 7.140 6.296 4.876 0.48 0.65 0.66 0.14
H 8.936 9.419 6.894 0.28 -0.52 0.14 0.13
H 10.458 7.835 8.131 0.62 0.41 0.95 0.10
O 13.268 4.106 5.925 0.36 0.29 0.46 -0.51
N 14.609 4.052 5.972 0.26 0.17 -1.02 -0.82


21
Properties=species:S:1:pos:R:3:forces:R:3:lowdin_charge:R:1 method="wB97M-V/def2-TZVPD" e_lumo_ev="-16.6436 / -18.0788" fmax_ev_per_a=9.094 charge=+4 s_squared=2.00 e_tot_ha=-3600.45115 e_above_lowest_kcal_mol=42.5 spin_multiplicity=3
Yb 0.364 4.300 -1.243 -1.76 0.30 1.69 1.62
Ce 1.014 -0.761 -0.991 1.37 0.96 1.02 1.13
Cl -1.396 2.826 -0.472 1.51 0.77 -0.75 0.02
Cl 3.337 0.156 -0.584 -0.91 0.05 -0.28 0.12
C 0.539 -2.504 -2.735 -2.18 -6.73 -5.71 0.01
C 0.770 4.911 -3.553 1.90 2.14 -8.03 0.01
C 2.139 3.168 -2.417 5.25 -2.84 -3.71 -0.05
O 0.239 -3.368 -3.466 1.81 5.14 4.29 0.24
O 1.132 5.128 -4.649 -2.36 -1.32 6.91 0.26
O 2.954 2.768 -3.139 -4.08 1.98 3.69 0.24
Cl -0.101 -3.126 4.376 -0.06 0.30 -0.18 0.87
C -0.545 -2.143 3.055 0.49 -0.68 0.68 -0.59
C -1.891 -1.838 2.834 0.36 -0.03 -0.89 0.03
C -2.201 -1.107 1.685 -0.20 0.54 -0.75 0.03
C -1.201 -0.736 0.780 0.56 -0.20 1.52 -0.17
N 0.113 -1.020 1.059 -0.41 -0.60 1.03 -0.22
C 0.466 -1.716 2.188 -1.07 0.90 -0.86 -0.05
H -2.661 -2.241 3.491 0.13 0.30 -0.04 0.16
H -3.218 -0.796 1.460 0.05 -0.22 0.16 0.15
H -1.377 -0.035 -0.063 -0.24 -0.55 0.27 0.06
H 1.523 -1.865 2.384 -0.15 -0.19 -0.05 0.15


97
Properties=species:S:1:pos:R:3:forces:R:3:lowdin_charge:R:1 method="wB97M-V/def2-TZVPD" e_lumo_ev=1.7720 fmax_ev_per_a=5.308 charge=-1 e_tot_ha=-2799.94842
O -0.125 -2.769 2.469 2.02 2.67 -2.46 0.00
C 0.326 -1.943 1.624 -0.53 -0.18 0.24 -0.30
O 1.736 -1.767 1.380 -3.50 -1.03 2.85 -0.12
N 1.949 -1.355 0.086 2.66 3.46 -3.02 -0.03
C 2.562 -0.042 0.035 -2.46 -3.14 0.08 -0.43
F 1.601 1.059 0.042 2.42 -1.01 0.10 -0.01
F 3.253 0.097 -1.225 -1.14 0.27 2.98 0.01
F 3.421 0.205 1.172 -0.66 0.56 -1.94 0.00
C -0.623 -0.956 0.766 -1.63 2.14 -1.02 -0.09
C -1.042 -1.218 -0.699 -0.68 2.50 1.72 -0.01
C -1.929 -0.180 -1.481 1.86 0.02 4.91 -0.05
C -2.330 1.091 -0.707 1.00 -1.45 0.68 -0.06
C -1.947 1.380 0.787 1.64 -3.87 -1.48 -0.06
C -1.075 0.343 1.533 -1.04 -0.87 -3.60 -0.02
H -0.665 -2.186 -1.194 -0.76 1.92 0.85 0.09
H -2.176 -0.419 -2.562 0.24 0.71 1.72 0.07
H -2.954 1.876 -1.290 1.24 -1.48 1.30 0.06
H -2.258 2.312 1.355 0.38 -1.33 -1.24 0.07
H -0.739 0.490 2.624 -0.69 -0.18 -1.94 0.08
O 0.333 1.425 -3.014 0.16 0.04 -0.18 -0.06
H 0.839 2.246 -3.076 -0.03 -0.12 -0.10 0.02
H 1.009 0.736 -2.986 -0.13 0.05 0.18 0.03
O 4.455 -0.265 -3.814 0.02 0.18 -0.16 -0.08
H 3.774 -0.629 -4.397 0.06 -0.07 0.29 0.00
H 4.065 -0.333 -2.931 0.04 0.02 -0.18 0.00
O -2.057 4.306 -0.433 0.12 0.46 -0.20 -0.06
H -1.410 4.156 -1.135 -0.09 -0.22 0.10 0.06
H -1.694 5.051 0.065 -0.14 -0.15 0.14 0.02
O 2.143 2.920 -5.166 0.19 -0.07 -0.26 -0.06
H 1.751 2.813 -6.040 -0.04 0.03 0.19 0.04
H 2.864 2.277 -5.152 -0.06 0.06 0.15 0.03
O 5.890 0.161 3.005 0.40 0.17 0.14 -0.06
H 6.541 -0.396 2.559 -0.19 -0.08 0.01 0.02
H 5.170 0.228 2.371 -0.12 0.20 0.11 0.00
O -0.687 -2.493 5.435 -0.22 0.13 -0.04 -0.05
H -0.589 -2.709 4.497 -0.01 0.01 -0.14 0.02
H -0.403 -1.570 5.491 0.11 0.03 0.03 0.02
O -3.148 1.258 -4.153 -0.18 -0.03 -0.35 -0.06
H -2.561 1.043 -4.889 0.10 0.07 0.24 0.05
H -3.786 1.874 -4.535 0.04 -0.08 0.14 0.03
O -3.751 5.826 -2.797 0.04 0.00 0.33 -0.08
H -3.666 5.286 -1.997 0.08 -0.27 -0.14 0.00
H -3.654 6.732 -2.480 -0.15 -0.06 -0.23 0.01
O -4.920 5.311 -5.639 -0.21 -0.02 -0.10 -0.07
H -4.833 4.775 -4.841 0.15 0.30 0.05 0.01
H -4.821 6.216 -5.320 0.13 -0.23 0.15 0.02
O 2.629 -2.308 -4.184 -0.01 -0.33 -0.40 -0.05
H 3.431 -2.832 -4.063 -0.07 0.13 0.15 0.05
H 2.099 -2.831 -4.798 -0.05 0.11 0.17 0.05
O -4.795 3.136 -1.482 -0.46 0.12 -0.08 -0.06
H -5.471 2.764 -2.063 0.14 -0.10 0.03 0.03
H -5.188 3.081 -0.602 0.21 -0.02 -0.06 0.05
O -0.347 -4.301 7.582 -0.30 0.03 0.21 -0.08
H -0.567 -3.743 6.818 0.23 0.05 -0.06 -0.02
H -1.060 -4.130 8.209 0.14 -0.08 -0.08 0.02
O -6.071 0.384 -3.303 -0.07 -0.21 -0.10 -0.06
H -5.266 -0.135 -3.176 0.09 0.28 0.03 0.03
H -6.599 -0.146 -3.912 0.04 0.13 0.10 0.03
O 2.270 3.888 -0.081 0.37 0.03 0.12 -0.07
H 2.399 2.946 0.101 -0.32 0.00 -0.11 0.00
H 3.155 4.264 -0.009 -0.16 -0.02 -0.05 0.03
O -2.037 -3.560 -2.346 -0.33 -0.01 -0.65 -0.08
H -2.062 -4.147 -3.111 0.24 0.00 0.17 0.03
H -2.932 -3.607 -1.986 0.25 0.02 0.29 0.02
O -3.253 -4.640 -0.132 -0.33 -0.43 0.31 -0.05
H -2.496 -4.874 0.421 0.04 0.26 -0.16 0.05
H -4.018 -4.901 0.396 0.10 0.12 -0.04 0.05
O 0.840 -5.833 3.527 -0.02 0.11 0.00 -0.06
H 0.202 -5.109 3.484 0.16 -0.01 -0.08 0.01
H 1.695 -5.387 3.566 -0.12 -0.08 0.00 0.02
O 5.785 -1.986 1.277 -0.02 -0.16 -0.26 -0.05
H 5.083 -1.332 1.158 -0.17 -0.29 -0.08 0.02
H 5.706 -2.556 0.500 0.03 0.06 0.05 0.06
O -0.822 -6.310 -2.705 -0.02 -0.38 0.06 -0.06
H -0.068 -6.545 -2.151 -0.06 0.16 -0.09 0.04
H -1.589 -6.569 -2.178 0.09 0.18 -0.03 0.03
O 8.834 0.863 4.277 -0.12 0.07 -0.06 -0.07
H 8.815 1.637 3.703 -0.04 -0.14 0.08 0.03
H 7.911 0.577 4.315 0.04 0.09 -0.04 0.01
O -2.452 5.899 2.080 0.04 0.21 0.26 -0.05
H -2.364 5.361 2.876 0.01 -0.05 -0.20 0.04
H -2.355 6.805 2.398 -0.01 -0.12 -0.10 0.04
O 0.258 0.367 5.021 0.19 0.08 -0.03 -0.05
H 0.895 0.209 4.311 -0.09 -0.05 0.02 0.05
H 0.632 1.111 5.509 -0.08 -0.14 -0.01 0.05
O 4.370 -4.428 2.411 -0.11 -0.09 0.17 -0.06
H 3.540 -3.952 2.547 0.12 0.04 -0.18 0.03
H 5.028 -3.726 2.310 -0.10 0.10 -0.06 0.01
O -3.692 -0.987 6.003 0.18 0.02 0.16 -0.07
H -3.187 -0.168 5.930 -0.07 -0.15 -0.08 0.03
H -3.014 -1.677 6.023 -0.01 0.07 -0.16 0.01
O -4.998 8.343 -2.972 -0.27 0.40 -0.20 -0.05
H -5.017 9.111 -3.555 0.09 -0.08 0.12 0.04
H -5.918 8.052 -2.936 0.19 -0.14 0.06 0.05
O 6.120 -6.017 0.274 0.11 -0.23 0.11 -0.07
H 6.871 -6.267 0.825 -0.11 0.08 -0.09 0.03
H 5.350 -6.271 0.799 0.01 0.31 -0.01 0.02


21
Properties=species:S:1:pos:R:3:forces:R:3:lowdin_charge:R:1 method="wB97M-V/def2-TZVPD" e_lumo_ev="-16.9917 / -19.7941" fmax_ev_per_a=8.433 charge=+4 s_squared=6.01 e_tot_ha=-1859.75091 e_above_lowest_kcal_mol=33.5 spin_multiplicity=5
Rh 0.298 0.336 -3.362 -1.36 0.81 1.70 0.74
Al 0.737 0.682 -0.529 -2.50 0.66 0.34 0.05
Cl -0.362 -0.982 -1.540 0.74 -0.37 0.28 0.54
Cl -0.280 2.220 -1.932 0.86 -0.82 0.82 0.45
C 1.844 2.247 0.316 2.80 3.03 1.48 0.11
C 0.751 -1.160 -4.334 2.09 -6.58 -4.62 -0.14
C 0.830 1.427 -4.751 2.50 4.89 -6.40 -0.13
O 2.420 3.132 0.740 -2.12 -3.05 -1.46 0.35
O 1.056 -2.105 -4.931 -1.47 4.46 2.87 0.31
O 1.187 2.114 -5.611 -1.73 -3.26 4.13 0.31
C -1.318 -1.202 3.281 -1.67 -2.64 3.40 0.13
C -1.562 0.115 2.939 -0.90 3.96 -0.83 0.19
C -0.917 0.684 1.842 -1.15 0.96 1.13 0.04
N -0.044 -0.052 1.134 2.33 1.04 -2.56 -0.06
C 0.212 -1.370 1.444 0.79 -1.08 -0.48 0.01
C -0.426 -1.958 2.522 1.54 -1.90 -0.85 0.20
H -1.808 -1.648 4.136 -0.08 -0.04 0.12 0.18
H -2.241 0.732 3.509 -0.23 0.10 0.24 0.19
H -1.086 1.719 1.544 -0.12 -0.15 0.20 0.17
H 0.915 -1.940 0.819 -0.31 0.25 0.37 0.15
H -0.206 -2.989 2.764 -0.01 -0.29 0.13 0.19